C5H8N | ωB97M-V with the def2-TZVPD basis set

Each line ends with the Mulliken spin population.
CARTESIAN COORDINATES (ANGSTROEM)
C: -1.9179 -0.2940 -0.6762  0.519
C: 1.0647 1.8333 -0.1557  -0.061
C: 0.2594 0.7797 -0.0360  0.493
C: -2.2324 0.2206 0.6595  0.042
C: 1.4316 -1.2821 -0.2083  0.826
N: -0.9869 0.4676 -0.2567  -0.014
H: -2.0372 -0.7683 -1.6421  0.010
H: 0.9374 2.8507 -0.2811  0.030
H: 2.1648 1.5442 -0.0112  0.022
H: -2.8245 1.0864 0.8073  0.023
H: -2.0822 -0.4941 1.5158  0.023
H: 1.5022 -2.0501 0.6077  0.017
H: 2.3052 -0.5867 -0.2664  0.043
H: 0.7767 -1.4819 -1.1248  0.028

multiplicity: 3
expectation value of S²: 2.0212
LUMO energy (spin up / spin down): -4.48 / -7.16 eV
frontier orbital gap (spin up / spin down): 0.2834 / 0.2898 Eh
total charge: +1
E_tot: -6789.09723 eV

***

C4H8O3 | ωB97M-V with the def2-TZVPD basis set

Each line ends with the Mulliken charge.
CARTESIAN COORDINATES (ANGSTROEM)
O: -2.0277 0.2043 0.9442  -0.547
C: -0.6346 0.1321 0.7312  0.284
C: -0.0944 -1.3016 0.5992  -0.633
O: 0.9321 -1.2657 -0.3884  -0.420
C: 1.0654 0.0289 -0.8919  0.124
O: 2.1129 0.6562 -0.1753  -0.505
C: -0.2755 0.7066 -0.6316  -0.744
H: -2.2060 -0.0562 1.8556  0.323
H: -0.0837 0.6710 1.5144  0.269
H: -0.9034 -1.9602 0.2576  0.297
H: 0.3183 -1.6984 1.5328  0.292
H: 1.3282 -0.0545 -1.9549  0.297
H: 2.2552 1.5301 -0.5618  0.320
H: -1.0194 0.3717 -1.3635  0.276
H: -0.2248 1.7986 -0.6501  0.370

SMILES: O[C@H]1CO[C@H](O)C1
LUMO energy: 0.79 eV
frontier orbital gap: 0.4080 Eh
E_tot: -10419.61699 eV

***

C6H9N | ωB97M-V with the def2-TZVPD basis set

Each line ends with the Mulliken charge.
CARTESIAN COORDINATES (ANGSTROEM)
C: -1.7566 0.0726 0.0945  -1.076
C: -0.8183 -1.0506 -0.3436  -0.715
C: 1.2856 -0.1498 -0.9308  -0.565
C: 1.4001 1.2968 -0.6751  -0.891
C: 0.6605 -0.9312 0.1852  0.725
C: 0.7141 -0.3614 1.5447  -0.113
N: 0.7921 0.1253 2.5919  -0.457
H: -1.3887 1.0625 -0.2001  0.261
H: -2.7368 -0.0711 -0.3723  0.371
H: -1.8955 0.0727 1.1809  0.330
H: -1.2041 -2.0183 -0.0081  0.359
H: -0.7556 -1.0992 -1.4392  0.388
H: 2.4775 1.3619 -0.4235  0.352
H: 1.2941 1.8867 -1.5908  0.292
H: 0.8496 1.7443 0.1661  0.359
H: 1.0819 -1.9413 0.2201  0.381

LUMO energy: -0.17 eV
frontier orbital gap: 0.3197 Eh
E_tot: -7854.20944 eV

***

C10H18S | ωB97M-V with the def2-TZVPD basis set

Each line ends with the Mulliken charge.
CARTESIAN COORDINATES (ANGSTROEM)
C: -2.0718 -0.7379 1.1157  -0.488
C: 0.4194 0.0206 -0.6245  -0.316
C: -3.5126 -0.6036 0.7961  -0.646
C: -3.6908 -0.6961 -0.7362  -0.628
C: -2.6053 0.2672 -1.2172  -0.524
C: 1.5656 0.9920 -0.5919  -0.001
C: 1.4916 -0.2399 0.3702  -0.206
C: 1.2494 2.3519 0.0474  -1.416
C: 3.9174 -0.8450 0.0166  -1.066
C: 2.4726 -1.3919 -0.0425  -0.873
S: -1.3727 0.4847 0.1477  0.183
H: -1.7400 -0.9370 2.2275  0.250
H: -4.1416 -1.3417 1.3557  0.349
H: -3.9862 0.3494 0.9988  0.244
H: -3.4785 -1.7394 -1.1427  0.268
H: -4.6358 -0.4258 -1.1496  0.342
H: -1.9914 -0.1832 -1.9744  0.398
H: -3.0039 1.3237 -1.3736  0.332
H: 2.3609 0.9046 -1.2959  0.660
H: 1.4711 0.0635 1.4032  0.488
H: 0.9242 3.0976 -0.6919  0.297
H: 2.2480 2.5717 0.4857  0.360
H: 0.4346 2.2811 0.7581  0.257
H: 4.1132 0.0632 -0.5777  0.297
H: 4.7289 -1.5223 -0.1571  0.396
H: 4.0988 -0.5492 1.0647  0.279
H: 2.2616 -2.1234 0.7018  0.372
H: 2.1580 -1.6768 -1.0154  0.304
H: -1.4708 2.2529 0.4997  0.091

LUMO energy (spin up / spin down): -0.19 / -0.19 eV
frontier orbital gap (spin up / spin down): 0.2537 / 0.2538 Eh
E_tot: -21488.49727 eV

***

C5H10O3Pt | ωB97M-V with the def2-TZVPD basis set

Each line ends with the Mulliken spin population.
CARTESIAN COORDINATES (ANGSTROEM)
O: -0.8367 0.4154 -2.8594  0.299
C: -1.9991 0.1842 -2.4455  0.071
C: -2.1903 -0.0959 -1.0638  0.505
O: -1.0797 0.0630 -0.3611  0.171
C: -1.0038 0.3585 1.0439  -0.015
C: 0.3468 -0.1583 1.4796  0.023
O: 1.2983 0.2144 0.4872  0.014
C: 2.6533 0.0353 0.8971  0.001
Pt: 0.6816 0.0901 -1.3951  1.515
H: -2.8571 0.1434 -3.1286  0.008
H: -3.1440 -0.1614 -0.5392  0.016
H: -1.8168 -0.1398 1.5831  0.009
H: -1.0804 1.4477 1.1423  0.003
H: 0.3394 -1.2546 1.5747  0.003
H: 0.6130 0.2906 2.4466  -0.002
H: 3.2895 0.2851 0.0420  0.002
H: 2.8747 0.7078 1.7360  0.002
H: 2.8245 -1.0088 1.1940  -0.003
H: 1.0869 -1.4168 -1.8337  0.377

multiplicity: 4
expectation value of S²: 3.7655
LUMO energy (spin up / spin down): -3.03 / -5.96 eV
frontier orbital gap (spin up / spin down): 0.2956 / 0.2839 Eh
total charge: +1
E_tot: -14723.18212 eV

***

C26H32N4O4S | ωB97M-V with the def2-TZVPD basis set

Each line ends with the Mulliken charge.
CARTESIAN COORDINATES (ANGSTROEM)
C: 1.8484 3.8882 0.0401  -1.755
C: 0.9604 2.6667 -0.1598  1.108
C: -0.4891 2.8142 0.3420  1.386
C: -1.2363 3.9217 -0.4052  -2.043
C: -0.5396 3.0614 1.8486  -2.098
N: -1.1728 1.5402 0.1116  0.491
C: -1.3524 0.9521 -1.0747  -0.670
O: -0.9990 1.3951 -2.1518  -0.682
C: -2.0582 -0.4226 -0.9826  0.658
C: -3.4492 -0.3566 -0.3945  0.153
C: -4.1589 0.8349 -0.3555  -0.468
C: -5.4500 0.8682 0.1401  -1.044
C: -6.0674 -0.2840 0.6051  1.047
C: -7.4546 -0.2465 1.1705  -1.481
C: -5.3598 -1.4785 0.5457  -1.044
C: -4.0736 -1.5176 0.0457  -0.750
N: -1.2008 -1.3936 -0.2925  0.302
C: -0.3879 -2.2018 -1.1836  -1.285
C: 0.5773 -1.3561 -1.9527  0.601
C: 0.7285 -1.1475 -3.2901  -1.017
C: 1.8012 -0.2338 -3.4317  -1.041
C: 2.2170 0.0485 -2.1712  -0.527
O: 1.4877 -0.6286 -1.2651  0.770
C: -1.1063 -1.3682 1.0530  1.048
O: -1.7593 -0.5826 1.7290  -0.726
C: -0.1290 -2.2994 1.7502  -1.959
C: 1.2772 -1.6793 1.7088  0.853
C: 2.2410 -2.4659 0.8666  0.004
O: 2.0321 -3.5713 0.4186  -0.677
N: 3.4577 -1.8696 0.6107  0.046
C: 3.8874 -0.6066 0.8948  0.186
N: 3.3086 0.2631 1.6438  -0.153
C: 4.0072 1.4242 1.7002  -0.763
C: 5.1553 1.4557 0.9834  -0.219
S: 5.4022 -0.0492 0.1744  -0.186
H: 2.8501 3.6721 -0.3268  0.424
H: 1.4677 4.7440 -0.5101  0.426
H: 1.9262 4.1549 1.0911  0.301
H: 0.9173 2.4286 -1.2237  0.405
H: 1.4066 1.8128 0.3577  -0.900
H: -0.7868 4.8902 -0.2077  0.501
H: -1.2106 3.7260 -1.4736  0.376
H: -2.2738 3.9506 -0.0782  0.394
H: -0.1285 4.0371 2.0903  0.478
H: -1.5701 3.0301 2.1957  0.503
H: 0.0265 2.2981 2.3782  0.334
H: -1.5377 1.0520 0.9254  0.453
H: -2.1483 -0.7713 -2.0194  0.693
H: -3.7059 1.7430 -0.7238  0.470
H: -5.9848 1.8072 0.1647  0.354
H: -8.0159 -1.1311 0.8768  0.379
H: -7.4113 -0.2241 2.2598  0.274
H: -7.9886 0.6388 0.8338  0.369
H: -5.8250 -2.3903 0.8927  0.374
H: -3.5457 -2.4598 0.0055  0.400
H: 0.1565 -2.9583 -0.6199  0.490
H: -1.0421 -2.7115 -1.8992  0.467
H: 0.1487 -1.5836 -4.0770  0.555
H: 2.1938 0.1616 -4.3451  0.520
H: 2.9863 0.6940 -1.7963  0.529
H: -0.1113 -3.3043 1.3291  0.437
H: -0.4724 -2.3695 2.7826  0.451
H: 1.7050 -1.6128 2.7110  0.857
H: 1.2424 -0.6577 1.3271  -0.612
H: 4.0711 -2.4240 0.0234  0.271
H: 3.6172 2.2272 2.2972  0.475
H: 5.8655 2.2496 0.8808  0.487

SMILES: CCC(C)(C)NC(=O)[C@H](c1ccc(C)cc1)N(Cc1ccco1)C(=O)CCC(=O)Nc1nccs1
LUMO energy: 0.48 eV
frontier orbital gap: 0.3298 Eh
E_tot: -52468.62502 eV

***

C4H4O3 | ωB97M-V with the def2-TZVPD basis set

Each line ends with the Mulliken charge.
CARTESIAN COORDINATES (ANGSTROEM)
C: -2.2173 0.0531 -1.1789  0.191
C: -1.4840 -0.1104 -0.2444  -0.413
C: -0.5539 -0.2850 0.8560  -0.580
O: 0.6422 0.4758 0.6352  -0.412
C: 1.6871 -0.1636 -0.0607  0.688
O: 1.7563 -1.3175 -0.3166  -0.479
O: 2.4344 0.8437 -0.4558  -0.457
H: -2.9187 0.1430 -1.9570  0.422
H: -0.9855 0.0822 1.7909  0.269
H: -0.2833 -1.3425 0.9561  0.332
H: 1.9228 1.6211 -0.0249  0.438

SMILES: C#CCOC(=O)O
LUMO energy: 0.61 eV
frontier orbital gap: 0.4114 Eh
E_tot: -10353.31792 eV